A structure of composition C44H26N13S2Ti, computed with ωB97M-V/def2-TZVPD.

Cartesian coordinates (Å):
H  -5.587  -4.190  2.861
C  4.467  0.422  -1.119
C  -2.826  -0.498  -2.252
N  0.042  -1.695  -1.646
C  -2.735  -2.918  1.631
C  -0.473  -2.763  -1.132
H  -1.243  0.913  -2.252
C  1.359  3.450  1.749
C  2.278  0.071  -1.246
S  -0.202  2.354  -0.219
C  1.725  -3.108  -0.719
N  2.665  -1.095  -1.857
H  -1.361  -0.998  -3.734
C  2.775  -5.179  -0.218
H  -2.314  1.618  1.240
N  1.983  -1.884  1.608
C  -2.355  -1.205  -3.365
H  -2.084  0.428  2.330
H  5.902  -0.910  2.871
N  -5.838  -4.291  -4.639
N  0.281  -2.136  3.285
C  -4.403  -2.459  -3.512
C  1.988  3.444  3.030
H  6.080  -0.754  5.341
C  -3.996  -3.484  1.610
C  2.687  -1.619  3.764
H  4.514  4.244  -1.593
C  -3.919  -3.520  4.031
H  6.609  3.002  -1.278
C  5.042  -1.094  3.504
H  -4.493  -3.694  0.671
C  -1.798  -2.532  0.554
C  0.374  -5.109  -0.426
C  -4.913  -1.725  -2.443
C  -1.990  0.514  -1.558
C  4.490  3.169  -1.477
C  1.586  -1.885  2.851
N  -1.784  -2.924  -0.676
C  3.330  -1.554  1.578
C  0.629  2.375  1.303
H  -2.092  -2.825  4.964
H  -0.601  -5.580  -0.422
N  -0.747  -1.814  1.116
C  1.486  -1.695  -1.179
H  -4.547  -0.178  -1.018
H  4.118  -1.131  6.773
C  4.094  -0.986  -0.732
N  2.487  3.463  4.068
C  3.807  -1.412  2.944
C  -4.592  -3.765  2.834
H  6.597  0.545  -0.912
N  4.014  -1.187  0.517
C  5.669  2.464  -1.294
H  3.672  -5.756  -0.029
H  -2.613  1.337  -1.208
N  1.317  -0.356  -0.466
C  -4.139  -0.757  -1.836
N  1.643  5.555  0.287
H  -4.407  -3.759  4.968
Ti  -0.639  -0.050  0.065
S  0.415  0.905  2.162
H  -3.841  -0.732  1.062
H  -4.295  0.466  2.069
N  -2.410  0.615  1.385
C  1.509  4.615  0.941
C  2.892  -3.829  -0.508
C  4.013  -1.220  5.699
C  -2.057  -2.672  2.826
H  -2.730  -2.722  -4.830
C  -5.200  -3.476  -4.138
C  -3.120  -2.175  -3.981
C  -0.712  -2.130  2.484
C  -2.633  -2.990  4.042
C  1.533  -5.815  -0.153
C  3.260  2.509  -1.487
C  2.781  -1.522  5.149
C  3.279  1.145  -1.317
H  1.483  -6.869  0.090
C  0.513  -3.769  -0.742
C  5.675  1.079  -1.102
N  -3.792  0.270  1.209
H  3.862  -3.358  -0.551
H  2.332  3.051  -1.601
C  5.132  -1.006  4.880
H  -5.923  -1.915  -2.100
H  1.906  -1.670  5.770

The total charge is -1. Its HOMO-LUMO gap is 5.70 eV. The value obtained for the energy relative to the best compared isomer or geometry (same formula, charge and spin) is 7.025 eV. The molar mass comes out at 848.8 u. For the highest occupied orbital energy, the calculation gives -4.32 eV.

Partial charges, Mulliken, in e: 0.443 -0.317 0.352 -0.396 -0.285 0.457 0.690 0.858 0.693 -0.675 0.670 -0.985 0.335 -0.812 0.402 0.715 -0.116 0.348 0.503 -0.588 -0.568 0.532 -0.042 0.387 -0.493 0.251 0.432 -0.689 0.391 -0.430 0.600 0.368 -0.189 -1.004 -1.526 -0.932 -1.060 -0.388 -0.774 1.152 0.578 0.607 1.974 1.524 0.558 0.385 -0.503 -0.592 0.286 -0.719 0.471 0.053 -0.422 0.451 0.692 0.700 -0.043 -0.612 0.405 -1.008 -0.510 -0.031 0.343 -0.166 -0.212 0.023 -0.712 0.543 0.467 0.029 -1.000 -0.931 -0.326 -1.020 -0.142 -0.193 -0.299 0.396 -0.385 -0.724 -0.670 0.418 0.618 -0.621 0.492 0.513



A structure of composition C18H30CoNO2P2 at a distorted geometry, computed with ωB97M-V/def2-TZVPD.

Cartesian coordinates (Å):
H  2.951  3.699  0.551
O  2.008  3.543  0.275
C  0.067  -4.860  1.754
H  2.491  1.935  -0.333
C  -1.469  -3.434  2.939
H  -2.432  2.678  1.709
Co  -0.187  -0.185  -0.129
P  1.911  -0.221  0.194
H  -2.826  2.136  -1.976
C  -0.824  1.456  -2.456
C  2.538  0.229  1.828
H  2.391  -2.468  0.392
O  0.487  2.247  1.751
C  -2.180  1.254  -1.791
H  -1.836  -1.762  -0.835
C  2.495  1.101  -0.986
H  2.373  -0.671  2.432
H  -3.478  0.181  1.677
H  -1.230  3.264  0.534
H  0.888  2.952  -5.016
C  -0.739  -2.820  0.719
N  0.233  0.988  -1.770
H  3.610  0.470  1.795
P  -1.995  1.052  0.033
H  2.801  2.243  -3.493
H  -4.345  0.687  0.184
H  -1.483  2.468  -4.225
H  -0.190  -2.272  -1.298
C  -0.611  2.141  -3.656
H  1.906  1.071  2.189
H  -2.990  3.231  0.074
C  2.741  -1.717  -0.316
H  -0.671  -5.285  3.741
H  0.615  -4.202  -0.242
C  -2.188  2.745  0.642
C  1.761  2.041  -3.253
H  -2.658  0.333  -2.206
H  -0.343  1.210  0.936
H  1.529  3.066  0.947
C  1.482  1.349  -2.071
H  3.532  0.992  -1.340
C  -3.466  0.162  0.580
C  0.024  -3.997  0.657
H  -2.118  -1.654  1.909
H  -3.457  -0.876  0.229
C  -1.519  -2.562  1.861
C  -0.819  -1.934  -0.473
C  -0.689  -4.599  2.894
H  -2.067  -3.223  3.823
H  0.338  2.762  2.569
C  0.704  2.411  -4.078
H  0.684  -5.752  1.700
H  2.426  -1.990  -1.325
H  3.825  -1.615  -0.252

The total charge is +1. Its HOMO-LUMO gap (spin up / spin down) is 8.15 / 6.82 eV. The value obtained for the energy relative to the best compared isomer or geometry (same formula, charge and spin) is 2.413 eV. The molar mass comes out at 413.3 u. The expectation value of S² is 3.7702. The spin multiplicity is 4. For the highest occupied orbital energy (spin up / spin down), the calculation gives -10.74 / -11.48 eV.

Partial charges, Mulliken, in e: 0.296 -0.751 -0.623 -0.332 -0.625 0.407 -0.313 1.020 0.620 0.559 -1.238 0.344 -0.729 -1.234 0.782 -0.796 0.464 0.416 0.418 0.410 0.761 0.287 0.414 0.883 0.520 0.503 0.499 0.532 -0.901 0.283 0.460 -1.198 0.396 0.465 -1.362 -0.904 0.428 0.594 0.468 0.613 0.633 -1.449 -0.314 0.077 0.416 -0.184 -1.689 -0.573 0.403 0.107 -0.474 0.393 0.357 0.461



A structure of composition C9H13Br at a distorted geometry, computed with ωB97M-V/def2-TZVPD.

Cartesian coordinates (Å):
H  0.619  -1.993  1.274
H  2.847  1.330  -2.130
C  1.943  0.827  -1.799
C  0.108  0.247  0.229
H  -2.894  -1.398  -0.031
C  2.078  1.902  0.433
Br  3.064  -0.706  0.283
C  -2.213  -0.639  0.295
H  -0.877  1.452  1.639
C  -0.786  -0.891  -0.054
H  0.957  3.149  1.611
C  -0.138  1.365  0.877
H  -2.630  0.318  -0.034
H  0.181  -3.029  -0.011
H  1.201  1.684  -2.207
H  -2.216  -0.776  1.452
H  1.570  -0.080  -2.402
C  -0.289  -2.216  0.626
H  -0.541  -1.063  -1.083
C  1.897  0.677  -0.332
H  3.050  2.316  0.256
C  1.003  2.328  1.058
H  -1.128  -2.717  1.177

Its HOMO-LUMO gap (spin up / spin down) is 6.05 / 6.98 eV. The value obtained for the energy relative to the best compared isomer or geometry (same formula, charge and spin) is 0.527 eV. The molar mass comes out at 201.1 u. The expectation value of S² is 2.0095. The spin multiplicity is 3. For the highest occupied orbital energy (spin up / spin down), the calculation gives -5.16 / -9.25 eV.

Partial charges, Mulliken, in e: 0.236 0.422 -1.201 -0.901 0.415 -0.663 -0.136 -1.684 0.336 1.314 0.644 -0.072 0.364 0.294 0.268 0.377 0.287 -1.069 0.221 0.587 0.460 -0.827 0.329



A cluster of 2 separate species, N2O2S in total at a distorted geometry, computed with ωB97M-V/def2-TZVPD.

Cartesian coordinates (Å):
N  -2.136  -1.099  0.525
S  1.095  0.292  -0.352
O  2.071  0.908  0.499
O  0.062  1.192  -0.786
N  -1.092  -1.293  0.114

Its HOMO-LUMO gap is 10.83 eV. The value obtained for the energy relative to the best compared isomer or geometry (same formula, charge and spin) is 0.289 eV. The molar mass comes out at 92.1 u. For the highest occupied orbital energy, the calculation gives -12.00 eV.

Partial charges, Mulliken, in e: -0.110 0.747 -0.387 -0.364 0.114



A cluster of 2 separate species, C2H10N2 in total at a distorted geometry, computed with ωB97M-V/def2-TZVPD.

Cartesian coordinates (Å):
H  -3.662  -1.142  -0.307
H  2.830  1.153  -0.782
N  2.321  -0.814  0.038
H  -1.435  -0.478  0.462
H  2.135  -0.811  -1.081
N  -1.891  0.085  -0.198
H  -1.699  1.044  0.079
H  1.425  -0.602  0.418
H  3.453  0.761  0.981
H  -3.624  -0.021  1.106
C  -3.362  -0.120  0.034
C  3.287  0.397  0.025
H  -4.058  0.587  -0.533
H  4.280  -0.038  -0.241

Its HOMO-LUMO gap is 10.39 eV. The value obtained for the energy relative to the best compared isomer or geometry (same formula, charge and spin) is 1.521 eV. The molar mass comes out at 62.1 u. The SMILES is CN.CN. For the highest occupied orbital energy, the calculation gives -9.48 eV.

Partial charges, Mulliken, in e: 0.258 0.221 -0.627 0.216 0.261 -0.550 0.227 0.234 0.326 0.241 -0.650 -0.631 0.254 0.220



A structure of composition C24H33N2O10SW at a distorted geometry, computed with ωB97M-V/def2-TZVPD.

Cartesian coordinates (Å):
C  -1.013  -2.468  -0.803
C  -0.618  -0.019  3.483
C  0.556  -0.317  1.376
C  -1.761  2.665  -1.371
H  -0.216  3.749  -0.454
C  3.065  0.606  -2.953
H  0.053  -3.528  -4.001
C  2.248  -0.200  6.994
N  -5.493  2.074  -0.287
C  0.584  -0.217  2.778
H  2.418  -1.097  7.583
H  -0.995  2.627  0.665
W  0.315  -0.789  -1.059
H  1.604  2.947  -1.897
S  -3.084  1.429  -1.137
C  1.765  -3.882  -2.021
C  -6.442  2.677  0.455
H  2.707  -0.175  -4.916
H  -1.282  -2.901  -1.766
O  0.442  1.818  -0.604
O  -0.569  -0.313  0.655
O  0.820  -0.031  6.796
C  -0.632  0.063  4.862
H  -2.272  3.625  -1.417
O  -0.839  -0.110  -2.059
H  -0.468  -3.369  1.117
H  0.570  -1.268  -5.429
H  3.737  1.960  -1.109
C  0.848  -2.787  -3.901
C  -6.055  3.617  1.372
C  -0.185  -3.392  0.066
O  1.564  -0.450  0.608
N  -3.767  3.251  0.730
H  3.085  -3.076  -0.507
H  -1.364  2.449  -2.363
H  2.639  -4.155  -2.617
H  1.013  -4.667  -2.130
C  2.154  -3.636  -0.590
C  2.530  -0.441  -3.872
H  2.911  1.147  0.218
O  2.814  -0.350  5.685
C  0.405  -1.415  -4.361
C  1.676  2.498  -0.902
O  1.225  -2.642  -2.511
O  1.135  -0.467  -3.591
H  2.247  -4.567  -0.030
C  -0.635  2.747  -0.357
H  1.725  -3.144  -4.443
C  -4.172  2.346  -0.136
H  -0.162  -4.431  -0.258
C  1.800  -0.261  4.801
C  -4.691  3.885  1.456
H  -0.645  -1.239  -4.141
H  -7.469  2.395  0.265
C  2.796  1.506  -0.796
H  -1.920  -2.139  -0.301
H  4.153  0.562  -2.894
H  -4.318  4.636  2.142
O  1.144  -2.808  -0.019
H  -5.772  1.418  -1.011
H  -1.539  0.212  5.428
H  2.988  -1.410  -3.662
C  0.594  -0.066  5.497
H  -1.541  0.075  2.928
O  2.516  0.361  -1.638
H  2.644  0.692  7.475
H  -6.780  4.136  1.980
C  1.838  -0.338  3.449
H  2.758  1.598  -3.289
H  1.850  3.290  -0.170
H  2.761  -0.496  2.910

The total charge is +3. Its HOMO-LUMO gap is 5.57 eV. The molar mass comes out at 725.4 u. For the highest occupied orbital energy, the calculation gives -15.44 eV.

Partial charges, Mulliken, in e: -0.751 -0.428 1.399 -0.987 0.539 -0.867 0.436 -0.251 -0.017 0.272 0.280 0.300 2.305 0.299 -0.177 -0.729 0.013 0.478 0.463 -0.037 -0.602 -0.434 -1.230 0.763 -0.797 0.456 0.578 0.606 -0.770 -0.720 -0.711 -0.814 -0.360 0.382 0.459 0.467 0.391 -0.693 -0.422 0.233 -0.463 -0.756 -0.378 -0.029 -0.404 0.408 -0.718 0.443 0.380 0.353 0.281 -0.029 0.198 0.459 -1.138 0.525 0.376 0.474 -0.416 0.283 0.484 0.238 0.957 0.571 -0.146 0.281 0.423 -0.683 0.489 0.607 0.606



A cluster of 2 separate species, C4H11N3O2 in total at a distorted geometry, computed with ωB97M-V/def2-TZVPD.

Cartesian coordinates (Å):
N  0.634  -0.648  1.337
H  -2.217  -1.123  0.725
H  -1.251  -2.763  2.837
C  0.013  1.506  -2.141
C  -0.416  -1.251  1.675
O  -0.104  1.400  -0.810
N  -1.725  -0.787  1.544
H  0.419  0.674  -0.425
C  -0.659  2.720  -2.659
H  0.070  -3.231  1.883
C  2.031  -1.060  1.358
H  2.449  -0.105  0.901
H  -1.901  0.204  1.588
H  2.718  -1.252  2.170
H  -0.031  3.197  -3.394
H  2.139  -1.927  0.685
H  -0.772  3.320  -1.754
N  -0.407  -2.490  2.370
H  -1.665  2.487  -3.044
O  0.663  0.678  -2.745

Its HOMO-LUMO gap is 9.91 eV. The value obtained for the energy relative to the best compared isomer or geometry (same formula, charge and spin) is 1.453 eV. The molar mass comes out at 133.2 u. The SMILES is CN=C(N)N.CC(=O)O. For the highest occupied orbital energy, the calculation gives -9.16 eV.

Partial charges, Mulliken, in e: -0.450 0.216 0.252 0.754 0.424 -0.425 -0.535 0.376 -0.895 0.204 -0.845 0.248 0.257 0.335 0.288 0.315 0.285 -0.454 0.249 -0.599



A structure of composition C5H5NNiO4 at a distorted geometry, computed with ωB97M-V/def2-TZVPD.

Cartesian coordinates (Å):
H  3.040  1.425  2.951
H  2.354  -0.018  3.703
O  1.944  1.802  -2.114
H  -0.873  1.414  2.001
C  1.089  0.935  2.303
O  -2.145  0.021  -2.201
O  1.207  0.286  1.234
N  -0.016  1.714  2.471
O  0.800  -4.071  1.284
C  -0.237  -3.993  0.806
C  0.968  1.634  -1.501
C  -1.440  0.532  -1.423
H  -0.179  2.077  3.404
H  1.816  1.605  4.251
Ni  -0.129  0.896  -0.244
C  2.129  1.002  3.383

The total charge is +2. Its HOMO-LUMO gap (spin up / spin down) is 7.48 / 5.07 eV. The value obtained for the energy relative to the best compared isomer or geometry (same formula, charge and spin) is 0.000 eV. The molar mass comes out at 201.8 u. The expectation value of S² is 2.0076. The spin multiplicity is 3. For the highest occupied orbital energy (spin up / spin down), the calculation gives -18.37 / -18.37 eV.

Partial charges, Mulliken, in e: 0.304 0.331 0.008 0.192 1.014 0.002 -0.627 -0.379 -0.132 0.137 0.510 0.495 0.279 0.388 0.434 -0.956



Repeat the third record exactly.
A structure of composition C9H13Br at a distorted geometry, computed with ωB97M-V/def2-TZVPD.

Cartesian coordinates (Å):
H  0.619  -1.993  1.274
H  2.847  1.330  -2.130
C  1.943  0.827  -1.799
C  0.108  0.247  0.229
H  -2.894  -1.398  -0.031
C  2.078  1.902  0.433
Br  3.064  -0.706  0.283
C  -2.213  -0.639  0.295
H  -0.877  1.452  1.639
C  -0.786  -0.891  -0.054
H  0.957  3.149  1.611
C  -0.138  1.365  0.877
H  -2.630  0.318  -0.034
H  0.181  -3.029  -0.011
H  1.201  1.684  -2.207
H  -2.216  -0.776  1.452
H  1.570  -0.080  -2.402
C  -0.289  -2.216  0.626
H  -0.541  -1.063  -1.083
C  1.897  0.677  -0.332
H  3.050  2.316  0.256
C  1.003  2.328  1.058
H  -1.128  -2.717  1.177

Its HOMO-LUMO gap (spin up / spin down) is 6.05 / 6.98 eV. The value obtained for the energy relative to the best compared isomer or geometry (same formula, charge and spin) is 0.527 eV. The molar mass comes out at 201.1 u. The expectation value of S² is 2.0095. The spin multiplicity is 3. For the highest occupied orbital energy (spin up / spin down), the calculation gives -5.16 / -9.25 eV.

Partial charges, Mulliken, in e: 0.236 0.422 -1.201 -0.901 0.415 -0.663 -0.136 -1.684 0.336 1.314 0.644 -0.072 0.364 0.294 0.268 0.377 0.287 -1.069 0.221 0.587 0.460 -0.827 0.329